[1]
DFT (ωB97M-V with the def2-TZVPD basis set) results for a structure of composition C15H23Cl3N4O8P2PdS.

Its multiplicity is 5. The calculation puts the gap between HOMO and LUMO (spin up / spin down) at 9.208 / 6.256 eV. As for the charge: +2. As for the LUMO energy (spin up / spin down): -4.42 / -8.16 eV.

Last column: natural (NBO) charge in e.
Geometry (Å):
H -3.4076 2.5060 -3.1874  0.24
Pd 0.7115 -0.0936 0.0822  1.30
C -2.3233 -0.6450 -2.1701  -0.27
Cl 4.1558 -2.3927 2.8392  0.12
C -2.0215 -0.0845 -4.8639  -0.25
C 5.8673 -0.5751 -2.1382  -0.23
C 0.7917 -4.2701 3.8073  0.05
P -0.8119 1.0525 1.9585  2.53
O -1.2985 0.7568 0.5402  -1.04
H -2.5070 -0.5132 -1.1044  0.25
N 4.5062 -0.9019 -2.5771  -0.56
H 1.5453 4.4639 1.4136  0.54
C 2.5528 -2.9666 2.8561  -0.06
Cl -0.7491 -2.5258 0.5689  0.07
H -1.9063 1.7806 -1.4822  0.25
H -4.1259 -1.0573 -3.3919  0.24
H 5.9289 1.2669 -0.9407  0.22
H -1.1294 -4.2564 2.8129  0.26
H 6.3824 0.0139 -2.8938  0.23
H 6.4301 -1.4898 -1.9548  0.22
Cl 0.2541 -5.3343 5.0136  0.15
S 1.9225 -0.8476 -1.9270  -0.07
P 1.3247 2.3794 0.8004  2.53
O 2.0353 3.7485 0.9878  -0.96
H 6.0815 -0.2098 0.0261  0.23
O 2.2383 1.1970 1.1287  -1.02
C -3.5771 -0.2200 -2.9647  -0.25
H 3.6287 0.4129 0.1346  0.47
H 2.7887 -4.1582 4.6079  0.27
C 3.5929 -0.4977 -1.7008  0.35
C -1.5242 1.5839 -2.4812  -0.27
H -2.1321 2.4665 -4.4176  0.23
O 2.0586 -1.6709 0.9583  -0.60
C -0.7916 -0.1595 -3.9341  -0.26
O 0.0612 -0.0699 2.4279  -1.07
H -1.8348 0.4741 -5.7795  0.24
N 4.1455 0.1757 -0.7131  -0.56
H -1.8294 1.6488 3.7872  0.54
C 5.6052 0.2314 -0.8473  -0.23
C 1.6579 -2.4812 1.8201  0.47
H -4.2620 0.3923 -2.3800  0.23
O 0.7763 2.1258 -0.5884  -1.04
H 4.2836 -1.4448 -3.3931  0.43
H -2.0885 -1.6933 -2.3606  0.22
C -0.1212 -3.8704 2.8055  -0.23
H -2.4238 -1.0633 -5.1220  0.23
C -2.5612 1.9366 -3.5678  -0.25
N -3.0988 0.6370 -4.1039  -0.33
H -0.0230 0.5446 -4.2521  0.23
H -3.8795 0.8293 -4.7298  0.45
O 0.1070 2.4048 1.8590  -1.07
H -0.6268 2.1859 -2.6095  0.25
H -0.3613 -1.1603 -3.9739  0.23
O -2.0134 1.4680 2.8551  -0.97
C 2.1193 -3.8248 3.8276  -0.25
N -1.1689 0.1653 -2.5608  -0.42
C 0.3074 -3.0067 1.8512  -0.07

***

[2]
DFT (ωB97M-V with the def2-TZVPD basis set) results for a structure of composition C15H23ClO4Pd at a distorted geometry.

Its multiplicity is 1. The calculation puts the gap between HOMO and LUMO at 4.256 eV. As for the charge: +2. As for the LUMO energy: -11.98 eV.

Last column: natural (NBO) charge in e.
Geometry (Å):
H -5.2708 0.1514 -1.2693  0.25
C -1.9016 0.1023 1.2148  -0.42
C 5.5368 1.2108 0.6728  -0.62
H 3.0417 -0.1081 1.2361  0.25
H -3.7259 -1.0712 1.4702  0.31
C -3.3468 -0.8296 -0.7441  -0.28
O -3.7612 1.4048 -1.7988  -0.52
Pd -2.5374 -1.5813 -2.3318  1.08
C -1.0532 -0.4660 2.4365  -0.40
H 0.9102 0.4123 1.7977  0.23
H -3.9076 -1.7219 -1.1269  0.21
H 0.8925 -2.5266 1.0330  0.27
C 0.5148 -1.3510 -1.8988  0.86
H 5.0684 1.4073 1.6727  0.21
C 4.6862 0.1765 -0.1817  -0.43
C 0.4204 -1.5563 0.7450  -0.46
O 1.3557 -1.0624 -2.9025  -0.45
H -3.2849 3.4025 -1.6046  0.24
H 6.5644 0.8253 0.9030  0.24
C 2.2839 -0.1055 -2.3399  0.76
H -4.4945 0.9406 0.1371  0.23
C 0.4415 -0.5832 1.9664  -0.42
C -2.8690 -1.0669 0.7421  -0.44
Cl 2.7826 2.1290 0.2256  -0.01
H 4.8820 0.4119 -1.2541  0.24
H 5.0960 -0.8354 0.0611  0.24
H -1.4067 -1.4768 2.7718  0.22
H -3.0093 2.4727 -0.1056  0.19
C 1.0809 -1.0342 -0.5297  -0.10
C 3.1694 0.3316 0.2235  -0.23
H -1.1145 0.2325 3.3100  0.25
O -0.6610 -1.7913 -1.9339  -0.70
H -2.4690 0.9961 1.5611  0.25
H -2.3801 -2.0667 0.8367  0.24
H -2.4078 -0.6466 -1.4087  0.28
C -4.2784 0.4893 -0.8659  -0.07
H -0.6430 -1.7743 0.4652  0.21
C 2.1951 -0.2808 -0.7940  0.03
C -2.9176 2.4141 -1.2170  -0.28
H -1.2187 0.4237 0.3848  0.20
H 1.0093 -1.0645 2.8052  0.25
O 2.9121 0.6276 -2.9621  -0.36
H 5.6545 2.1533 0.0928  0.23
H -1.8390 2.2846 -1.4955  0.19

***

[3]
DFT (ωB97M-V with the def2-TZVPD basis set) results for a structure of composition C15H23CrN3OS6Sb.

Its multiplicity is 4. The calculation puts the gap between HOMO and LUMO (spin up / spin down) at 6.335 / 6.475 eV. The value obtained for the energy above the lowest of the compared OMol25 structures with the same formula, charge and spin is 0.0000 eV. As for the charge: 0. As for the LUMO energy (spin up / spin down): -0.66 / -0.56 eV.

Last column: natural (NBO) charge in e.
Geometry (Å):
H 3.7228 -1.8932 -1.8528  0.21
N -2.8174 0.8366 -1.7790  -0.37
H 3.0532 -0.4118 -1.1871  0.22
S 2.1817 -1.2545 1.7567  1.32
C -1.6598 0.4308 -2.3689  0.29
H -5.4192 2.6431 1.4543  0.23
H 5.3990 -2.0305 -0.0592  0.22
H -0.7496 -1.0889 -4.6084  0.23
H 4.0853 -2.5454 1.8615  0.24
C -4.3430 0.8749 2.0357  -0.25
H 3.8811 2.0599 1.8736  0.21
C -3.3310 0.0069 1.6654  0.11
H 2.4366 0.4387 3.3435  0.25
H 4.6922 -0.4194 -1.8552  0.21
S -3.1027 -3.0508 3.6472  -0.80
Sb -1.0028 -2.8764 2.8427  1.38
C -3.7863 1.0234 -2.7683  -0.07
H 0.9755 1.7619 0.9748  0.19
H 4.9332 -0.4866 0.5914  0.20
C -4.1012 1.9366 -0.0800  -0.28
H -4.3827 2.6890 -0.8019  0.23
N -1.9017 0.4017 -3.6958  -0.33
C -0.9266 -0.0174 -4.6882  -0.41
C 2.9964 0.2159 2.4346  -0.60
H -3.6154 0.7711 -4.9448  0.24
C 3.5718 -2.1131 0.9976  -0.60
S -0.5050 -0.4542 2.8745  -0.73
H -3.0351 -0.7936 2.3311  0.28
H 1.4254 2.4515 2.5317  0.21
N -2.6931 0.0867 0.4846  -0.49
H 3.0845 -2.9475 0.4861  0.26
H 1.9437 3.2302 1.0310  0.21
H -4.7976 1.2851 -2.5245  0.25
C -4.6850 1.8986 1.1767  -0.12
C 3.0553 1.4379 1.5181  -0.41
S -0.1547 0.0271 -1.7100  -0.14
S 0.7809 -4.0709 3.5019  -0.79
H -1.3155 0.2248 -5.6733  0.22
Cr -0.5886 -0.6149 0.5698  0.87
C 4.5394 -1.3701 0.0834  -0.41
H 3.9919 -0.1256 2.7251  0.23
C 3.9662 -0.9962 -1.2806  -0.61
O 1.3835 -0.7510 0.5268  -0.99
C -3.2117 0.7568 -3.9490  -0.05
H 3.3105 1.1393 0.5008  0.21
C -3.1635 0.9707 -0.4005  0.38
S -1.0942 -2.8081 0.4172  -0.58
H -4.8134 0.7459 2.9994  0.25
H 0.0114 0.5077 -4.5246  0.24
C 1.7754 2.2673 1.5149  -0.59

***

Calculated E in order - -108718.80273 -40095.06897 -122418.96392 eV